Record 1
{"formula": "C25H24N2O3", "method": "the ωB97M-V functional and the def2-TZVPD basis", "charge": 0, "total_energy_ev": -35434.90774, "lumo_energy_ev": -1.8, "homo_ev": -6.24, "symbols": ["C", "C", "C", "O", "C", "C", "O", "C", "O", "H", "H", "H", "H", "H", "H", "H", "C", "N", "C", "C", "C", "C", "C", "N", "C", "C", "C", "C", "C", "C", "C", "C", "C", "C", "C", "C", "C", "H", "H", "H", "H", "H", "H", "H", "H", "H", "H", "H", "H", "H", "H", "H", "H", "H"], "coordinates": [[-1.30847, -1.47811, -2.46618], [-1.71021, -1.12174, -1.09815], [-0.99992, -1.65011, 0.04195], [-0.06524, -2.46689, -0.04573], [-1.45841, -1.09484, 1.38392], [-1.44083, 0.40497, 1.29806], [-2.20711, 0.92388, 0.16821], [-2.33520, 0.22448, -0.99661], [-2.88595, 0.76608, -1.94931], [-1.59504, -0.64295, -3.11507], [-0.22444, -1.66703, -2.50970], [-1.84255, -2.36505, -2.83279], [-2.47557, -1.44365, 1.62185], [-0.78686, -1.45602, 2.16625], [-1.92143, 0.88858, 2.15599], [-0.39913, 0.74892, 1.20104], [-6.72596, -2.91477, 1.82224], [-5.94468, -3.46725, 0.73071], [-4.63618, -3.20250, 0.47058], [-4.21328, -3.95541, -0.64864], [-2.88627, -4.06575, -1.12727], [-2.37031, -5.27327, -1.61521], [-2.93714, -6.57513, -1.55254], [-2.24131, -7.40865, -2.37487], [-2.55035, -8.80218, -2.62220], [-1.18538, -6.71722, -2.97518], [-1.17922, -5.40871, -2.45646], [-0.23535, -4.51136, -2.93030], [0.55907, -4.86558, -4.03359], [0.44432, -6.13721, -4.61571], [-0.42652, -7.09736, -4.07028], [-5.39722, -4.67897, -1.11448], [-6.43792, -4.37703, -0.20425], [-7.70439, -4.94823, -0.24733], [-7.95696, -5.84007, -1.30153], [-6.95462, -6.12605, -2.24363], [-5.68729, -5.52208, -2.17650], [-7.78207, -3.13038, 1.62734], [-6.45155, -3.35485, 2.79585], [-6.57551, -1.82755, 1.88637], [-4.05396, -2.54229, 1.10665], [-2.18099, -3.25788, -1.01762], [-3.80092, -6.92984, -0.99654], [-1.92868, -9.15282, -3.44936], [-2.34442, -9.41142, -1.73278], [-3.61056, -8.91808, -2.87439], [-0.09434, -3.58072, -2.39040], [1.26854, -4.13602, -4.42970], [1.03690, -6.38147, -5.49201], [-0.55121, -8.09196, -4.49646], [-8.43733, -4.69276, 0.52028], [-8.94376, -6.29661, -1.38159], [-7.15611, -6.83943, -3.03972], [-4.92584, -5.70197, -2.93068]], "forces_ev_per_a": [[0.03, 0.03, -0.60], [0.29, 1.48, 2.29], [-0.57, 0.95, -1.58], [-0.19, -0.61, 0.25], [-0.08, -0.40, 0.06], [-0.38, 0.61, -0.72], [-0.13, 0.01, 0.72], [0.42, -1.38, -0.79], [0.19, 0.05, 1.06], [0.21, -0.31, -0.07], [-0.28, 0.07, -0.17], [0.11, -0.10, -0.30], [0.24, 0.08, -0.03], [-0.02, 0.11, -0.03], [0.30, -0.13, -0.06], [-0.30, 0.04, -0.01], [-0.04, 0.19, 0.41], [0.79, 0.08, -0.06], [-0.37, -0.39, -0.81], [-0.39, 0.39, 0.32], [-0.02, -1.49, 0.64], [0.19, -0.14, -0.08], [0.73, -0.19, -1.14], [-0.85, 0.71, 1.13], [-0.17, -0.36, 0.21], [-0.39, 0.74, -0.26], [-0.14, -0.57, -0.36], [0.71, 0.15, -0.21], [-0.34, -0.06, 0.67], [-0.43, -0.32, 0.37], [0.55, 0.24, -0.27], [-0.30, 0.13, 0.90], [0.33, 0.04, 0.04], [-0.02, -0.25, -0.59], [0.16, 0.40, 0.61], [0.50, 0.37, -0.04], [-0.67, -0.47, -0.24], [0.32, 0.25, 0.13], [-0.05, 0.04, -0.43], [-0.10, -0.36, -0.12], [-0.16, -0.14, -0.24], [-0.13, 0.45, 0.06], [0.29, 0.08, -0.15], [-0.26, 0.00, 0.22], [0.06, 0.15, -0.23], [0.26, 0.05, -0.06], [-0.03, -0.05, -0.34], [-0.20, -0.30, 0.13], [-0.09, -0.03, 0.14], [0.28, 0.30, -0.05], [0.05, -0.25, -0.45], [0.34, 0.03, -0.01], [-0.03, 0.24, 0.08], [-0.24, -0.17, 0.04]], "mulliken_charge": [-1.4935, 1.1398, 0.7274, -0.7504, -0.4259, -0.5363, -0.4009, 0.2704, -0.7086, 0.4962, 0.2941, 0.2696, -0.1896, 0.3636, 0.3855, 0.2711, -0.9276, 0.2230, -1.0194, 0.4622, 0.1511, 0.4389, -1.2522, 0.2385, -0.8780, 0.1525, 0.8017, -0.1031, -0.7294, -0.7028, -0.8946, 0.4702, 0.1409, -0.8246, -0.7062, -0.8457, -0.0574, 0.3040, 0.3208, 0.3525, 0.3727, 0.0168, 0.6582, 0.2659, 0.3094, 0.3390, 0.5010, 0.4445, 0.3752, 0.2032, 0.2332, 0.3884, 0.4086, 0.6562]}



Record 2
{"formula": "C25H24N4O2", "method": "the ωB97M-V functional and the def2-TZVPD basis", "charge": 0, "total_energy_ev": -36370.31750, "lumo_energy_ev": 0.1, "homo_ev": -8.03, "smiles": "N#Cc1c(N2CCN(C(=O)c3ccco3)CC2)nc(-c2ccccc2)c2c1CCCC2", "symbols": ["N", "C", "C", "C", "C", "C", "N", "C", "N", "C", "H", "H", "C", "N", "C", "O", "C", "C", "C", "C", "O", "H", "H", "H", "C", "H", "C", "H", "H", "H", "H", "H", "C", "C", "C", "C", "C", "C", "H", "H", "H", "H", "H", "C", "C", "C", "C", "H", "H", "H", "H", "H", "H", "H", "H"], "coordinates": [[-4.04857, -2.40718, 1.12680], [-3.04682, -1.87179, 0.94457], [-1.76930, -1.31227, 0.76860], [-0.78991, -2.09580, 0.13591], [0.53155, -1.66041, 0.11494], [0.82203, -0.46233, 0.78187], [-0.12659, 0.33199, 1.25915], [-1.40508, -0.02742, 1.23275], [-2.29076, 0.88890, 1.74694], [-3.64282, 0.99924, 1.23756], [-4.31189, 1.24222, 2.06865], [-3.95610, 0.05225, 0.80759], [-3.69060, 2.10713, 0.15344], [-2.34444, 2.34809, -0.32854], [-1.88143, 1.47153, -1.26700], [-2.60516, 0.62170, -1.76353], [-0.49482, 1.59873, -1.74343], [0.22154, 0.63783, -2.41089], [1.47121, 1.21359, -2.71772], [1.42301, 2.48496, -2.23171], [0.24557, 2.72764, -1.63932], [2.13763, 3.28434, -2.24379], [2.28850, 0.75119, -3.23140], [-0.12394, -0.34802, -2.64076], [-1.52561, 2.96493, 0.69177], [-0.47990, 2.91757, 0.40490], [-1.74708, 2.20278, 2.02642], [-2.46621, 2.72373, 2.66223], [-0.80413, 2.08780, 2.55835], [-1.81541, 4.01561, 0.79376], [-4.30831, 1.79010, -0.68639], [-4.07417, 3.04697, 0.55614], [2.19087, 0.05157, 0.97429], [2.44270, 1.40828, 0.78910], [3.71108, 1.92453, 0.97021], [4.74826, 1.09515, 1.36286], [4.50068, -0.24776, 1.59086], [3.23340, -0.76712, 1.39898], [3.04830, -1.80769, 1.61491], [5.29887, -0.89503, 1.92397], [5.74121, 1.49567, 1.50418], [3.89131, 2.97779, 0.81079], [1.62863, 2.05389, 0.50308], [1.58806, -2.43668, -0.62218], [0.97398, -3.33761, -1.68771], [-0.07196, -4.22624, -1.02770], [-1.22961, -3.36855, -0.52947], [-1.85920, -3.94070, 0.15702], [-1.86597, -3.08607, -1.37550], [-0.44812, -4.97135, -1.73051], [0.38548, -4.75806, -0.19003], [1.75496, -3.94173, -2.15317], [0.50336, -2.73529, -2.46732], [2.30517, -1.74074, -1.06425], [2.13657, -3.07184, 0.07977]], "forces_ev_per_a": [[-0.18, -0.04, -0.03], [-0.59, -0.42, 0.19], [1.03, 0.47, -0.16], [-0.19, 0.28, 0.16], [0.06, 0.12, 0.16], [-0.51, -0.29, -0.09], [0.02, 0.10, 0.06], [0.05, -0.48, 0.13], [0.01, -0.03, 0.21], [-0.29, -0.08, -0.18], [-0.01, -0.06, -0.10], [-0.08, 0.27, 0.08], [-0.18, -0.10, -0.16], [-0.18, 0.10, -0.15], [-0.26, 0.38, -0.07], [0.12, -0.15, -0.01], [0.37, -1.07, -0.61], [-0.58, 0.50, 0.44], [0.11, 0.53, 0.12], [0.49, -0.49, -0.43], [-0.26, 0.38, 0.18], [0.02, 0.17, 0.05], [0.22, -0.03, -0.10], [-0.16, -0.20, -0.04], [0.32, 0.13, 0.24], [-0.13, 0.04, 0.08], [0.14, 0.14, 0.17], [0.02, -0.03, -0.01], [-0.14, 0.18, 0.01], [0.07, -0.05, 0.02], [-0.02, 0.08, 0.15], [0.02, -0.02, -0.02], [0.37, 0.10, 0.05], [-0.05, -0.07, -0.01], [0.03, 0.07, 0.00], [0.06, -0.01, 0.02], [0.14, -0.03, 0.03], [-0.13, 0.03, -0.05], [-0.03, -0.11, -0.03], [0.05, -0.05, 0.04], [0.08, 0.03, 0.02], [0.01, 0.09, -0.02], [-0.10, 0.05, -0.05], [0.03, -0.11, -0.19], [0.15, -0.17, 0.24], [-0.08, 0.15, -0.18], [0.11, -0.28, -0.03], [-0.03, 0.07, -0.07], [-0.05, -0.03, 0.05], [0.00, -0.04, 0.07], [0.03, -0.06, 0.00], [-0.02, 0.05, -0.05], [-0.01, 0.03, -0.10], [0.04, -0.05, 0.05], [0.11, 0.01, -0.08]], "mulliken_charge": [-0.6506, -0.4721, 0.0580, 1.0168, 0.7712, -0.2096, -0.0638, 0.6628, -0.0227, -0.4207, 0.4767, -0.0729, -0.9105, 0.0039, 0.1949, -0.6551, 0.4552, -0.0067, -0.6064, -0.7837, -0.4473, 0.5262, 0.5253, 0.8195, -0.2282, -0.1810, -0.6920, 0.2856, 0.4637, 0.5051, 0.4778, 0.3060, -0.0131, -0.0564, -0.9642, -0.4811, -0.8531, -0.3899, 0.4943, 0.4032, 0.3891, 0.4261, 0.5146, -0.7365, -0.8201, -1.0891, -1.0385, 0.5284, 0.3815, 0.3946, 0.3715, 0.3930, 0.2778, 0.3650, 0.3775]}



Record 3
{"formula": "C25H24N4O4", "method": "the ωB97M-V functional and the def2-TZVPD basis", "charge": 0, "total_energy_ev": -40465.90185, "lumo_energy_ev": 0.0, "homo_ev": -8.17, "smiles": "Cc1ccc2nc(C)cc(C(=O)OCC(=O)Nc3c(C)n(C)n(-c4ccccc4)c3=O)c2c1", "symbols": ["C", "C", "C", "C", "C", "C", "C", "N", "C", "C", "C", "H", "H", "C", "H", "H", "H", "H", "C", "O", "O", "C", "H", "H", "C", "O", "N", "C", "C", "N", "N", "C", "O", "C", "C", "C", "C", "C", "C", "H", "H", "H", "H", "H", "C", "H", "H", "H", "C", "H", "H", "H", "H", "H", "H", "H", "H"], "coordinates": [[1.01646, -1.55202, -2.24643], [0.22266, -1.75229, -0.99137], [-1.02612, -1.19956, -0.85991], [-1.79548, -1.37554, 0.30449], [-3.04381, -0.74810, 0.58357], [-3.68309, -1.03501, 1.76685], [-3.10909, -1.94462, 2.67804], [-1.93606, -2.48048, 2.47255], [-1.26820, -2.20308, 1.33863], [0.01795, -2.76167, 1.18549], [0.74791, -2.53127, 0.05658], [1.73922, -2.94940, -0.04576], [0.40099, -3.36487, 1.99341], [-3.82363, -2.29320, 3.94452], [-4.00236, -1.39463, 4.53236], [-4.78770, -2.74671, 3.71992], [-3.22317, -2.98875, 4.52279], [-4.61329, -0.54126, 2.00490], [-3.60548, 0.36557, -0.22197], [-4.16229, 1.31542, 0.27697], [-3.39715, 0.26072, -1.54582], [-3.50316, 1.44939, -2.32642], [-4.12268, 2.18701, -1.80460], [-3.94627, 1.18161, -3.28597], [-2.07077, 1.96415, -2.54457], [-1.59070, 2.12130, -3.64580], [-1.42425, 2.15984, -1.37170], [-0.05706, 2.07029, -1.10118], [1.08520, 2.31139, -1.79787], [2.16176, 1.84285, -1.06614], [1.67784, 1.38122, 0.15955], [0.29709, 1.47762, 0.17818], [-0.45177, 1.12754, 1.07384], [2.40033, 0.44391, 0.91394], [3.43057, -0.29518, 0.33905], [4.10560, -1.23607, 1.09452], [3.75139, -1.46027, 2.41364], [2.71643, -0.73370, 2.97811], [2.04586, 0.22395, 2.24117], [1.23252, 0.78151, 2.67306], [2.42816, -0.90992, 4.00304], [4.27575, -2.20268, 2.99582], [4.90483, -1.80531, 0.64255], [3.68812, -0.15098, -0.69936], [3.41184, 2.57263, -1.04811], [3.87441, 2.51051, -2.03155], [4.07618, 2.12294, -0.31381], [3.26257, 3.62542, -0.78797], [1.30616, 2.95841, -3.11469], [2.03619, 2.39908, -3.69620], [0.36677, 2.99184, -3.65945], [1.67700, 3.97538, -2.98342], [-1.94162, 1.99228, -0.51161], [-1.42248, -0.62045, -1.67806], [2.07822, -1.47845, -2.02239], [0.87455, -2.40350, -2.91298], [0.69717, -0.65485, -2.77241]], "forces_ev_per_a": [[-0.07, -0.10, -0.02], [-0.30, 0.22, -0.06], [0.34, -0.05, -0.30], [-0.06, -0.33, 0.36], [-0.02, -0.30, 0.54], [0.20, 0.16, -0.57], [0.09, -0.05, 0.00], [-0.13, -0.19, 0.53], [-0.07, 0.33, -0.69], [0.18, -0.01, -0.18], [-0.07, -0.11, 0.25], [0.10, -0.05, 0.02], [0.02, -0.07, 0.10], [-0.03, 0.01, -0.01], [-0.07, 0.05, 0.10], [-0.10, -0.03, 0.05], [0.00, -0.02, 0.03], [-0.06, 0.07, 0.02], [-0.36, 0.38, 0.22], [0.13, -0.17, -0.12], [-0.09, -0.38, -0.04], [-0.06, 0.38, -0.17], [0.10, -0.11, -0.14], [0.14, 0.05, 0.15], [-0.51, -0.12, 0.01], [0.06, -0.09, -0.13], [0.10, 0.16, 0.60], [0.54, -0.02, -0.26], [-0.55, -0.19, 0.22], [-0.01, -0.67, -0.28], [-0.11, 0.51, 0.02], [-0.03, 0.36, -0.14], [-0.13, -0.02, 0.05], [0.27, -0.36, 0.11], [-0.08, 0.10, -0.08], [0.04, -0.03, 0.04], [0.05, -0.11, 0.04], [0.05, -0.01, -0.04], [-0.07, 0.12, -0.01], [-0.05, 0.06, 0.03], [-0.04, -0.01, 0.10], [0.05, -0.06, 0.06], [0.06, -0.04, -0.04], [-0.01, 0.04, -0.08], [0.09, 0.34, 0.15], [0.00, -0.01, 0.03], [0.00, 0.00, -0.09], [0.03, 0.01, 0.04], [0.01, 0.11, -0.01], [0.06, -0.03, -0.07], [0.08, 0.01, 0.02], [0.08, 0.07, -0.01], [-0.05, 0.10, -0.18], [0.06, 0.01, 0.01], [0.11, 0.04, -0.03], [0.06, -0.03, -0.10], [0.02, 0.08, -0.06]], "mulliken_charge": [-1.7459, 0.5076, -0.1297, 0.2438, 1.2148, -0.7222, 0.4980, -0.6616, -0.2649, -0.7767, -0.5494, 0.4368, 0.4854, -1.3290, 0.3237, 0.3157, 0.3619, 0.5001, 0.0490, -0.6110, -0.3372, -0.7014, 0.4365, 0.3275, 0.7576, -0.6769, -0.1607, 0.2786, 0.1633, 0.2614, 0.3191, 0.3726, -0.7206, 0.2768, 0.4403, -1.0738, -0.4964, -0.7442, -0.4088, 0.4712, 0.4246, 0.4096, 0.3801, 0.5160, -1.2594, 0.3911, 0.4744, 0.3220, -1.8638, 0.3939, 0.3986, 0.3782, 0.2712, 0.8280, 0.2985, 0.4737, 0.2316]}